Record 1
Computed, not measured: 4 unconnected molecules or ions with the total composition C17H35NO9S, with the ωB97M-V functional and the def2-TZVPD basis.

Last column: Löwdin charge in e.
CARTESIAN COORDINATES (ANGSTROEM)
O: 0.4939 -2.9965 2.5714  -0.464
S: 0.7792 -1.7994 1.6088  1.034
O: 2.3768 -2.1378 1.0127  -0.337
O: -0.2968 -1.8232 0.2560  -0.372
C: -1.6954 -1.9796 0.7474  -0.194
C: -2.2967 -3.5126 1.0471  0.054
C: -3.8517 -3.4296 1.6235  -0.045
C: -4.7128 -2.0741 1.8809  -0.101
N: -4.1280 -0.7436 1.5504  -0.017
C: -2.7319 -0.7558 1.0291  -0.053
H: 2.9882 -2.2779 1.8070  0.094
H: -1.6868 -4.4983 0.8916  0.108
H: -4.3772 -4.4596 1.9008  0.086
H: -5.8127 -2.1575 2.3333  0.114
H: -2.2886 0.3245 0.7703  0.116
C: 0.6033 2.3354 -0.0242  -0.101
O: 0.6541 2.2305 1.3950  -0.210
C: 1.7070 3.0188 1.9584  -0.193
C: 1.1647 4.3144 2.5692  -0.195
O: 0.6605 5.1923 1.5583  -0.196
C: -0.7611 5.1712 1.4867  -0.108
H: -0.3313 1.8854 -0.3684  0.077
H: 0.6300 3.3771 -0.3557  0.087
H: 1.4408 1.7858 -0.4644  0.089
H: 2.4822 3.2300 1.2110  0.126
H: 2.1619 2.4191 2.7536  0.121
H: 1.9872 4.8393 3.0661  0.122
H: 0.3973 4.1028 3.3237  0.125
H: -1.1816 5.7005 2.3490  0.087
H: -1.1514 4.1506 1.4529  0.083
H: -1.0669 5.6907 0.5740  0.089
C: -6.3746 1.8458 -0.9441  -0.110
O: -6.2818 2.5836 -2.1584  -0.197
C: -5.5451 3.7997 -1.9976  -0.195
C: -4.1231 3.6646 -2.5501  -0.194
O: -3.3467 2.7547 -1.7653  -0.205
C: -3.2174 1.4811 -2.3880  -0.106
H: -6.7608 0.8500 -1.1761  0.089
H: -5.4004 1.7364 -0.4598  0.077
H: -7.0721 2.3432 -0.2633  0.087
H: -5.5310 4.1139 -0.9463  0.125
H: -6.0731 4.5689 -2.5708  0.122
H: -3.6289 4.6399 -2.4896  0.121
H: -4.1375 3.3607 -3.6039  0.125
H: -2.5270 1.5534 -3.2356  0.089
H: -4.1819 1.0952 -2.7285  0.087
H: -2.8018 0.7818 -1.6568  0.068
C: 5.1352 -5.9552 -0.5947  -0.110
O: 5.1912 -5.0570 -1.6982  -0.195
C: 4.6788 -3.7624 -1.3686  -0.192
C: 5.8126 -2.7601 -1.1327  -0.193
O: 6.5524 -3.0835 0.0484  -0.200
C: 7.7919 -3.7173 -0.2490  -0.112
H: 5.7201 -6.8438 -0.8452  0.089
H: 5.5514 -5.5098 0.3130  0.083
H: 4.0983 -6.2559 -0.4168  0.087
H: 4.0115 -3.8141 -0.4991  0.108
H: 4.0867 -3.4274 -2.2267  0.125
H: 5.3769 -1.7681 -0.9744  0.121
H: 6.4736 -2.7008 -2.0059  0.125
H: 8.4952 -2.9806 -0.6529  0.087
H: 7.6682 -4.5389 -0.9595  0.083
H: 8.2032 -4.1207 0.6808  0.089

Atomic forces in eV per Å
0.8 3.9 -3.8
0.3 -3.3 4.2
-1.1 0.0 0.5
-1.9 -0.7 1.3
-4.0 -2.2 1.5
-2.8 5.2 0.9
1.3 1.5 -0.5
4.3 -0.5 -1.7
2.7 -5.1 -0.6
0.5 -1.3 0.1
-1.5 0.2 -1.2
-1.4 2.2 0.4
1.3 2.5 -0.7
2.8 0.4 -1.2
-1.2 -2.6 0.7
-0.1 -0.1 0.1
0.2 0.3 -0.2
-0.5 -0.1 0.3
0.3 0.1 -0.5
-0.2 -0.4 0.2
0.1 0.2 -0.1
0.1 0.0 0.1
0.0 0.0 0.0
0.0 0.0 -0.1
-0.2 0.1 0.1
0.0 0.0 0.0
0.0 0.0 0.0
0.0 -0.1 -0.1
-0.1 -0.1 0.0
0.0 0.0 0.0
0.2 0.0 0.1
-0.1 0.0 -0.2
0.3 0.2 0.4
0.0 -0.3 -0.6
-0.1 0.1 0.6
-0.3 -0.1 -0.4
0.1 0.1 0.1
0.0 0.2 -0.1
0.0 0.0 0.0
0.0 0.0 0.1
0.1 -0.1 -0.1
0.1 0.0 0.0
0.0 0.0 0.0
-0.1 0.0 0.1
-0.1 -0.1 0.0
0.0 0.0 0.0
0.0 0.2 -0.1
0.0 0.0 -0.2
0.0 0.1 0.5
0.4 0.0 -0.4
-0.4 -0.2 0.5
0.1 -0.2 -0.4
0.0 0.1 0.2
-0.1 0.1 -0.1
0.0 0.0 0.0
0.0 0.0 0.1
0.2 0.0 -0.1
0.0 0.0 0.1
0.0 0.0 0.0
-0.1 -0.1 0.1
0.0 -0.1 -0.1
0.0 0.1 0.0
-0.1 0.1 -0.1

Output
DFT total energy (Ha): -1798.38840
Charge: 0
HOMO-LUMO gap (eV): 8.5206
E_HOMO (eV): -9.16

Record 2
Computed, not measured: a molecular structure, C17H36CuF3NO8S, with the ωB97M-V functional and the def2-TZVPD basis.

Last column: Mulliken spin population.
CARTESIAN COORDINATES (ANGSTROEM)
Cu: -28.8883 25.9519 -11.1433  0.743
C: -25.8702 28.8843 -11.2791  -0.001
C: -27.0538 27.9044 -11.1471  -0.012
O: -27.0490 26.9935 -10.3173  0.034
O: -28.0706 27.9581 -11.8395  0.081
H: -26.1726 29.9308 -11.2397  0.001
H: -25.3816 28.6449 -12.2236  0.000
H: -25.1419 28.6171 -10.5135  0.002
C: -29.1994 22.7798 -10.3315  -0.008
O: -29.3930 22.3686 -11.7316  -0.003
O: -28.3434 23.8880 -10.3831  0.133
C: -30.6292 22.9448 -9.6183  -0.001
F: -31.4444 23.8187 -10.1472  0.000
F: -31.3247 21.8325 -9.4737  0.000
F: -30.4252 23.3428 -8.2678  0.000
C: -29.5640 21.0100 -11.8139  0.000
C: -30.0399 20.8138 -13.2915  0.000
H: -29.1493 21.0587 -13.8703  0.000
H: -30.2705 19.7498 -13.3455  0.000
H: -30.9273 21.3466 -13.6333  0.000
H: -30.3990 20.6396 -11.2193  0.000
H: -28.6275 20.4948 -11.6000  0.000
H: -28.7526 21.9894 -9.7284  0.011
C: -31.9383 28.2386 -13.2001  0.000
C: -31.4590 27.4621 -12.0167  -0.002
C: -32.6892 26.8144 -11.3445  0.000
O: -30.7053 26.3739 -12.3289  -0.005
H: -31.0951 28.5599 -13.8117  0.000
H: -32.4241 29.1450 -12.8388  0.000
H: -32.6005 27.6492 -13.8343  0.000
H: -30.8884 27.9895 -11.2524  0.000
H: -33.3623 27.6349 -11.0962  0.000
H: -32.3971 26.3323 -10.4115  0.000
H: -33.3039 26.1648 -11.9676  0.000
H: -31.2572 25.7605 -12.8196  0.000
C: -27.9813 26.3403 -15.2203  0.000
C: -28.2925 25.0828 -14.4539  -0.008
C: -27.9325 23.7986 -15.2329  0.003
O: -28.8528 23.6494 -16.3136  0.000
C: -28.8856 22.2994 -16.7399  0.000
N: -27.8806 25.1650 -13.0935  0.029
H: -28.5671 26.4307 -16.1351  0.000
H: -26.9485 26.1916 -15.5354  0.000
H: -28.1616 27.3020 -14.7399  0.000
H: -29.3804 25.0974 -14.5205  0.000
H: -27.8882 22.9699 -14.5262  -0.001
H: -26.8860 23.8736 -15.5284  0.000
H: -29.1158 21.5344 -15.9983  0.000
H: -28.1594 21.8584 -17.4228  0.000
H: -29.8650 22.1791 -17.2028  0.000
H: -27.7922 24.1820 -12.8791  -0.001
H: -26.8990 25.4020 -13.1151  -0.001
C: -29.4683 28.8061 -6.1389  0.000
C: -28.6775 27.6029 -5.7876  0.000
C: -28.6930 26.5803 -6.9936  -0.001
S: -30.1752 27.0346 -7.9238  0.003
O: -31.3766 26.6531 -7.1823  0.000
O: -30.0585 26.7188 -9.3493  0.005
C: -29.8497 28.8233 -7.6019  0.000
H: -28.8283 29.6736 -5.9777  0.000
H: -30.3213 29.0451 -5.5039  0.000
H: -29.1194 27.1394 -4.9055  0.000
H: -27.6594 27.7932 -5.4480  0.000
H: -28.5655 25.5472 -6.6702  0.000
H: -27.8625 26.8455 -7.6479  0.000
H: -30.7853 29.3467 -7.7990  0.000
H: -29.0771 29.1789 -8.2837  0.000

Atomic forces in eV per Å
1.9 -0.6 -0.1
-0.4 -1.2 0.0
0.4 0.5 0.6
1.3 -1.9 2.3
-2.4 0.9 -2.5
0.0 -0.2 -0.1
-0.1 0.3 -0.2
-0.2 0.3 0.1
0.8 2.5 -1.2
0.0 1.5 2.7
-2.6 0.1 0.3
1.7 0.9 2.0
-0.3 1.1 -0.8
-0.1 -1.3 -0.4
0.2 -0.1 -1.7
-2.0 -0.5 -2.4
1.3 -1.3 1.1
-0.4 -0.1 -0.5
0.1 -0.2 -0.6
0.2 0.4 0.5
0.3 -0.1 0.6
0.0 -0.4 0.0
0.3 -0.4 -0.2
0.9 0.9 -0.4
-3.0 -0.4 1.5
-0.4 1.8 1.1
2.9 -2.0 -1.3
0.1 0.0 -0.1
-0.3 -0.1 -0.2
-0.2 0.0 0.1
-0.1 0.5 -0.4
-0.3 0.0 0.3
-0.1 -0.2 -0.2
0.5 -0.2 -0.3
0.2 -0.4 0.0
0.8 0.1 -1.1
-2.9 0.9 -2.0
0.5 1.2 0.8
1.5 -1.2 0.9
-2.5 -0.9 -0.6
0.9 -1.3 0.6
0.0 -0.5 -0.1
0.4 0.8 -0.1
0.3 -0.3 0.7
-0.4 -0.5 0.7
-0.8 -0.4 0.0
0.2 0.1 -0.8
0.9 0.4 1.1
0.6 0.8 0.0
0.0 0.4 -0.9
-0.4 -0.5 1.3
0.4 0.7 0.3
0.2 2.7 -0.2
0.0 -2.6 0.5
0.5 0.9 0.7
0.1 0.2 0.8
1.2 0.4 -1.0
-0.2 0.1 0.7
-1.0 -1.0 -0.5
0.0 0.2 -0.1
-0.1 -0.7 0.0
-0.2 -0.3 -0.1
0.1 0.2 -0.5
-0.5 0.0 -0.3
-0.1 -0.2 -0.3
0.1 0.0 0.0
0.1 -0.2 0.0

Output
DFT total energy (Ha): -3664.17415
Spin multiplicity: 2
Charge: 0
HOMO-LUMO gap (spin up / spin down) (eV): 9.5487 / 7.3746
E_HOMO (spin up / spin down) (eV): -9.05 / -8.72